{"formula": "C2H3BrClF", "method": "ωB97M-V/def2-TZVPD", "elements": ["F", "C", "C", "Cl", "Br", "H", "H", "H"], "xyz": [[-0.770, 0.502, -1.527], [-0.759, -0.333, -0.515], [0.524, 0.233, 0.614], [0.858, 1.950, 0.332], [2.114, -0.867, 0.433], [-1.603, -0.323, 0.170], [-0.435, -1.243, -1.004], [0.071, 0.082, 1.499]], "multiplicity": 1, "energy_ha": -3212.026050, "homo_energy_ev": -10.231, "smiles": "FC[C@H](Cl)Br", "relative_energy_ev": 1.200}

=====

{"formula": "C24H18N7ORuS4", "method": "ωB97M-V/def2-TZVPD", "elements": ["Ru", "S", "C", "C", "C", "C", "N", "C", "C", "C", "S", "C", "N", "H", "H", "S", "C", "C", "C", "N", "C", "C", "C", "C", "C", "N", "C", "C", "H", "H", "H", "H", "H", "H", "H", "H", "N", "C", "N", "C", "N", "O", "S", "C", "C", "C", "C", "H", "H", "H", "H", "H", "H", "H", "H"], "xyz": [[-1.348, -1.002, 0.721], [-3.399, 0.067, 1.367], [-4.511, -0.560, 0.175], [-5.742, 0.080, 0.021], [-6.679, -0.377, -0.888], [-7.934, 0.310, -1.017], [-8.929, 0.875, -1.115], [-6.388, -1.504, -1.674], [-5.168, -2.142, -1.530], [-4.220, -1.691, -0.610], [-2.719, -2.576, -0.471], [-7.336, -2.006, -2.628], [-8.087, -2.426, -3.389], [-5.968, 0.949, 0.624], [-4.947, -3.006, -2.142], [2.232, 4.823, 1.061], [1.300, 3.361, 0.806], [1.443, 2.514, -0.287], [0.651, 1.387, -0.368], [-0.268, 1.072, 0.551], [-0.428, 1.910, 1.584], [0.325, 3.049, 1.752], [3.648, 4.554, 0.022], [3.938, 5.449, -0.995], [5.088, 5.234, -1.745], [5.914, 4.212, -1.549], [5.615, 3.362, -0.567], [4.506, 3.487, 0.256], [2.171, 2.708, -1.061], [0.755, 0.694, -1.191], [-1.182, 1.642, 2.313], [0.174, 3.669, 2.625], [3.288, 6.287, -1.204], [5.349, 5.916, -2.547], [6.304, 2.538, -0.421], [4.311, 2.766, 1.041], [3.333, 0.960, 2.288], [2.729, 0.026, 2.605], [2.111, -1.084, 2.989], [0.884, -1.248, 2.706], [-0.245, -1.493, 2.468], [0.407, -1.559, -0.709], [1.300, -2.639, -1.297], [2.541, -2.976, -0.005], [2.146, -4.258, 0.734], [0.652, -4.470, 0.500], [0.461, -4.205, -0.989], [2.500, -2.089, 0.626], [3.526, -3.012, -0.468], [2.402, -4.184, 1.790], [2.697, -5.105, 0.320], [0.064, -3.760, 1.085], [0.321, -5.472, 0.772], [-0.565, -4.102, -1.337], [0.974, -4.954, -1.599]], "multiplicity": 6, "energy_ha": -3071.462960, "homo_energy_ev": [-8.073, -8.818]}

=====

{"formula": "C4H8ClN3", "method": "ωB97M-V/def2-TZVPD", "elements": ["H", "N", "C", "N", "N", "C", "C", "C", "Cl", "H", "H", "H", "H", "H", "H", "H"], "xyz": [[-0.125, 1.868, -2.807], [0.139, 0.950, -2.516], [0.322, 0.886, -1.243], [0.539, 1.924, -0.394], [0.360, -0.402, -0.697], [-0.104, -0.917, 0.503], [-0.762, -0.013, 1.519], [-0.126, -2.239, 0.769], [0.674, -3.469, -0.226], [1.227, 1.772, 0.329], [0.638, 2.831, -0.823], [0.445, -1.077, -1.456], [-1.639, 0.471, 1.093], [-1.050, -0.633, 2.397], [-0.055, 0.751, 1.870], [-0.483, -2.704, 1.683]], "multiplicity": 1, "energy_ha": -781.663547, "homo_energy_ev": -8.157, "smiles": "[H]/N=C(\\N)N/C(C)=C\\Cl", "relative_energy_ev": 0.302}

=====

{"formula": "C3H8OS", "method": "ωB97M-V/def2-TZVPD", "elements": ["C", "C", "C", "O", "S", "H", "H", "H", "H", "H", "H", "H", "H"], "xyz": [[-1.877, 0.537, -0.320], [-0.262, -1.497, 0.774], [1.621, 1.058, 0.161], [0.314, -0.606, -1.615], [-0.343, -0.063, -0.091], [-2.035, 0.873, -1.314], [-2.540, 0.828, 0.449], [0.684, -1.443, 1.493], [-1.264, -1.496, 1.255], [1.602, 1.201, 1.363], [2.299, 0.279, -0.225], [1.472, 1.886, -0.377], [0.330, -1.556, -1.554]], "multiplicity": 1, "energy_ha": -592.278437, "homo_energy_ev": -8.097, "relative_energy_ev": 6.520}

=====

{"formula": "C9H12NP", "method": "ωB97M-V/def2-TZVPD", "elements": ["C", "C", "C", "N", "P", "C", "C", "C", "C", "C", "C", "H", "H", "H", "H", "H", "H", "H", "H", "H", "H", "H", "H"], "xyz": [[-0.652, 0.861, 2.877], [-1.178, 1.214, 1.753], [-1.918, 0.382, 0.773], [-1.614, -1.138, 0.885], [-0.535, -2.184, 0.200], [0.447, -0.947, -0.696], [1.650, -0.490, -0.258], [2.365, 0.297, -1.138], [1.848, 0.651, -2.364], [0.518, 0.385, -2.671], [-0.159, -0.481, -1.858], [-0.640, -0.179, 3.265], [-0.315, 1.544, 3.643], [-1.247, 2.345, 1.324], [-2.913, 0.319, 0.989], [-1.803, 0.735, -0.234], [-1.595, -1.134, 1.961], [0.862, -2.621, 0.922], [2.114, -1.115, 0.616], [3.440, 0.601, -0.903], [2.306, 1.267, -3.105], [0.112, 0.667, -3.673], [-1.096, -0.979, -2.308]], "multiplicity": 1, "energy_ha": -746.109510, "homo_energy_ev": -7.898, "smiles": "C=CCNPc1ccccc1", "relative_energy_ev": 2.833}

=====

{"formula": "C32H53NP2V", "method": "ωB97M-V/def2-TZVPD", "elements": ["V", "C", "C", "C", "C", "C", "C", "H", "H", "H", "C", "H", "H", "H", "C", "H", "H", "H", "C", "H", "H", "H", "C", "H", "H", "H", "C", "C", "C", "C", "C", "C", "C", "C", "H", "H", "H", "H", "H", "H", "H", "H", "H", "H", "H", "H", "P", "C", "C", "P", "C", "C", "C", "H", "H", "H", "H", "H", "H", "H", "H", "H", "H", "H", "H", "H", "H", "C", "N", "C", "C", "C", "C", "C", "C", "C", "C", "H", "H", "H", "H", "H", "H", "H", "H", "H", "H", "H", "H"], "xyz": [[-1.041, 0.469, 0.138], [-2.648, 1.637, -0.649], [-2.977, 0.233, -0.661], [-2.722, 0.901, 1.547], [-2.506, 2.039, 0.718], [-2.990, -0.226, 0.704], [-2.667, 2.577, -1.807], [-2.554, 2.049, -2.758], [-1.871, 3.331, -1.716], [-3.630, 3.115, -1.828], [-2.431, 3.443, 1.209], [-1.998, 4.107, 0.452], [-1.819, 3.508, 2.114], [-3.429, 3.830, 1.464], [-2.952, 0.948, 3.019], [-3.936, 1.381, 3.264], [-2.194, 1.572, 3.508], [-2.919, -0.051, 3.461], [-3.428, -1.563, 1.196], [-4.456, -1.503, 1.591], [-2.780, -1.915, 2.013], [-3.419, -2.305, 0.392], [-3.582, -0.523, -1.790], [-4.679, -0.504, -1.679], [-3.266, -1.574, -1.779], [-3.339, -0.070, -2.757], [3.137, -0.794, -3.209], [2.193, -0.601, -4.147], [1.775, -1.673, -5.119], [1.700, -3.114, -4.553], [1.245, -3.229, -3.124], [2.097, -3.350, -2.088], [3.572, -3.100, -2.182], [4.010, -2.011, -3.193], [2.480, -1.697, -5.970], [2.654, -3.638, -4.730], [0.794, -1.426, -5.553], [4.131, -2.443, -4.198], [3.407, -0.014, -2.486], [1.839, 0.413, -4.381], [5.021, -1.691, -2.899], [3.950, -2.816, -1.186], [1.782, -3.769, -1.121], [4.102, -4.031, -2.451], [0.977, -3.658, -5.175], [0.168, -3.397, -3.000], [0.485, 0.816, -1.734], [1.759, 2.039, -2.142], [-0.469, 0.230, -3.178], [0.119, -1.658, 0.249], [1.215, -0.703, -0.948], [-0.807, -2.999, -0.558], [1.127, -2.446, 1.523], [2.358, 2.292, -1.257], [1.258, 2.960, -2.474], [2.443, 1.713, -2.932], [0.060, -0.518, -3.783], [-0.681, 1.102, -3.812], [-1.423, -0.224, -2.884], [1.903, -3.079, 1.071], [0.466, -3.063, 2.150], [1.600, -1.689, 2.162], [2.181, -0.474, -0.471], [1.409, -1.332, -1.813], [-1.449, -3.469, 0.202], [-0.152, -3.767, -0.977], [-1.459, -2.619, -1.358], [0.132, -0.195, 6.095], [0.244, 0.848, 5.104], [-0.514, 2.032, 5.452], [0.306, 0.387, 3.716], [0.773, 1.492, 2.807], [1.761, 2.320, 3.354], [2.176, 3.484, 2.701], [1.613, 3.789, 1.459], [0.686, 2.919, 0.878], [0.325, 1.723, 1.502], [-0.883, -0.633, 6.117], [0.337, 0.233, 7.084], [0.856, -0.995, 5.888], [-0.350, 2.864, 4.764], [-1.597, 1.829, 5.535], [-0.180, 2.337, 6.452], [1.036, -0.442, 3.690], [-0.647, -0.079, 3.393], [2.154, 2.062, 4.338], [2.893, 4.144, 3.178], [1.893, 4.708, 0.940], [0.241, 3.194, -0.084]], "multiplicity": 3, "energy_ha": -2932.257221, "homo_energy_ev": [-10.027, -10.035], "total_charge": 1, "relative_energy_ev": 0.000}

=====

Question: Among the records above, which one has the highest multiplicity?
Answer: C24H18N7ORuS4

=====

Question: Which of these has the highest multiplicity?
Answer: C24H18N7ORuS4

=====

Question: Which value of multiplicity does entry 1 give?
Answer: 1

=====

Copy entry 1 word for word.
{"formula": "C2H3BrClF", "method": "ωB97M-V/def2-TZVPD", "elements": ["F", "C", "C", "Cl", "Br", "H", "H", "H"], "xyz": [[-0.770, 0.502, -1.527], [-0.759, -0.333, -0.515], [0.524, 0.233, 0.614], [0.858, 1.950, 0.332], [2.114, -0.867, 0.433], [-1.603, -0.323, 0.170], [-0.435, -1.243, -1.004], [0.071, 0.082, 1.499]], "multiplicity": 1, "energy_ha": -3212.026050, "homo_energy_ev": -10.231, "smiles": "FC[C@H](Cl)Br", "relative_energy_ev": 1.200}